83
Properties=species:S:1:pos:R:3:forces:R:3:lowdin_spin:R:1 method="wB97M-V/def2-TZVPD" multiplicity=2 homo_energy_ev="-14.1 / -14.1" relative_energy_ev=0.844 total_charge=+2 lumo_ev="-6.78 / -7.15" max_force_ev_per_a=0.93
Ru -0.603160 -0.121059 0.019851 0.774 -0.479 0.191 0.8507
C -3.487504 -0.968089 0.551033 0.050 0.031 0.077 -0.0001
N -4.554174 -1.437447 1.389690 0.025 0.015 0.019 -0.0006
C -4.903748 -0.385577 2.350201 0.011 0.006 0.023 -0.0001
N -3.748518 -0.051161 3.182357 0.003 -0.042 -0.071 -0.0006
C -2.664727 0.406264 2.354236 0.035 0.027 -0.004 -0.0001
N -2.226400 -0.647068 1.338039 -0.234 -0.113 0.026 -0.0095
C -1.868262 -1.860163 2.157762 -0.003 0.053 0.008 0.0013
N -2.954889 -2.318384 2.979743 0.019 0.013 -0.019 -0.0003
C -4.108639 -2.622320 2.126459 -0.003 -0.009 -0.007 0.0000
C -3.330133 -1.247648 3.911641 -0.016 0.024 0.003 -0.0001
H -3.789773 -0.049604 0.048782 -0.009 -0.014 -0.028 0.0000
H -3.270441 -1.721495 -0.204442 0.039 -0.026 -0.007 0.0000
H -5.718464 -0.733233 2.983471 -0.002 0.000 -0.005 0.0000
H -5.234723 0.501991 1.809654 -0.002 0.000 -0.001 0.0000
H -1.802472 0.645148 2.968830 0.004 0.018 -0.022 0.0000
H -2.961046 1.289814 1.791997 0.010 0.013 0.026 0.0000
H -1.020150 -1.582047 2.789674 0.017 -0.020 0.005 0.0007
H -1.552814 -2.663715 1.492615 -0.041 -0.005 -0.007 0.0000
H -4.925125 -2.984189 2.748879 0.000 -0.008 -0.004 0.0000
H -3.837948 -3.409601 1.418280 -0.008 -0.003 0.004 0.0000
H -2.476404 -1.007567 4.547127 -0.002 -0.004 0.007 0.0000
H -4.149277 -1.592804 4.540529 0.008 -0.005 0.003 0.0000
O -1.609197 1.597399 -0.213118 0.100 -0.197 0.061 -0.0133
C -2.090784 1.453310 -1.401378 -0.106 0.240 -0.008 0.0063
O -1.852532 0.430207 -2.040239 -0.037 -0.103 -0.048 0.0819
H -2.704609 2.276000 -1.782404 0.002 0.001 -0.019 -0.0004
N 4.177650 4.622427 -8.341857 -0.003 0.005 -0.003 0.0000
C 3.866188 4.040231 -7.403287 0.000 -0.018 0.013 0.0000
C 3.475473 3.309976 -6.226494 0.020 0.039 -0.041 0.0000
C 2.438279 2.384349 -6.303609 -0.030 -0.036 0.029 0.0000
C 2.063839 1.677757 -5.172894 0.052 0.076 -0.030 0.0000
C 2.726828 1.926275 -3.982897 -0.032 -0.092 0.147 0.0000
C 3.758692 2.845226 -3.886435 -0.020 -0.013 -0.083 0.0000
C 4.139350 3.537898 -5.023096 0.003 -0.015 0.056 0.0000
N 2.328514 1.201325 -2.802145 -0.011 0.072 -0.122 0.0002
C 3.152413 0.507077 -1.953508 -0.012 -0.010 0.021 0.0008
C 2.347090 -0.023421 -0.996260 0.081 0.102 0.019 -0.0005
N 1.033443 0.340634 -1.254630 0.040 0.228 -0.162 -0.0038
C 1.070629 1.081503 -2.353743 0.001 -0.007 0.021 0.0010
H 1.939758 2.212924 -7.247253 0.004 0.001 0.000 0.0000
H 1.280205 0.933308 -5.220079 -0.009 -0.003 -0.028 0.0000
H 4.248041 3.025247 -2.938472 0.015 0.019 -0.005 0.0000
H 4.941319 4.261365 -4.979858 -0.004 0.001 -0.007 0.0000
H 4.212756 0.437519 -2.124267 0.001 -0.014 0.029 0.0000
H 2.614609 -0.656238 -0.165638 0.008 0.023 0.011 0.0000
H 0.235105 1.543958 -2.849606 -0.046 -0.044 0.041 -0.0001
C -0.028169 -4.563452 0.379811 -0.023 -0.005 -0.007 0.0000
C 0.738417 -3.828500 -0.712909 0.068 -0.186 0.258 0.0010
C 2.236825 -3.908419 -0.446379 0.001 0.055 -0.043 -0.0001
C 0.399696 -4.384850 -2.091708 -0.022 0.066 -0.056 0.0010
N 0.422028 -2.363942 -0.653588 -0.258 0.543 0.076 0.0067
N -0.918873 -1.999244 -0.965240 -0.626 0.206 0.012 0.0549
H 0.298379 -5.602011 0.413020 0.008 -0.001 -0.018 0.0000
H -1.106942 -4.596122 0.195862 0.011 0.023 0.000 0.0000
H 0.160816 -4.123912 1.359855 0.017 -0.014 0.000 0.0000
H 2.566919 -4.944788 -0.491600 -0.003 0.001 0.011 0.0000
H 2.480371 -3.513476 0.540554 0.002 -0.014 0.019 0.0000
H 2.800912 -3.351477 -1.199213 0.005 -0.013 -0.007 0.0000
H 0.699854 -5.430028 -2.155106 0.012 0.002 0.029 0.0000
H 0.929860 -3.842376 -2.878269 -0.004 -0.005 -0.007 0.0000
H -0.672054 -4.351899 -2.299729 0.003 0.008 0.001 0.0006
H 1.005872 -1.876663 -1.325665 0.023 -0.181 -0.079 0.0000
H -1.536967 -2.634082 -0.471254 -0.026 -0.061 -0.066 0.0013
H -1.196819 -1.979625 -1.946810 0.310 -0.073 -0.106 0.0046
C 1.521901 1.860946 4.122752 -0.007 -0.020 0.051 0.0001
C 0.907255 2.759734 3.060902 -0.181 -0.208 -0.324 0.0002
C 0.045946 3.839847 3.696064 0.031 0.040 0.106 0.0002
C 1.984652 3.390596 2.179440 0.104 0.123 0.190 0.0001
N -0.063157 1.946669 2.256971 0.167 0.301 0.106 0.0022
N 0.560111 0.949295 1.447546 -0.116 -0.285 -0.084 0.0079
H 2.145012 2.449139 4.795363 0.009 -0.011 -0.004 0.0001
H 2.169921 1.092988 3.690661 0.033 -0.016 0.015 0.0000
H 0.743830 1.378142 4.716077 0.014 0.011 0.003 0.0000
H 0.667576 4.479974 4.321026 -0.040 0.028 0.008 0.0001
H -0.733082 3.400599 4.319374 0.010 -0.003 -0.003 0.0000
H -0.427064 4.469094 2.939193 0.013 0.008 -0.013 0.0000
H 2.599962 4.045332 2.798706 0.027 -0.004 -0.088 0.0000
H 1.549460 4.003189 1.387504 -0.034 -0.005 -0.023 0.0000
H 2.671421 2.661765 1.738384 -0.013 -0.024 0.009 0.0001
H -0.540662 2.568615 1.612582 -0.119 -0.018 -0.080 0.0000
H 0.950096 0.266137 2.098207 -0.032 -0.044 -0.003 0.0043
H 1.362429 1.326504 0.934377 -0.051 0.052 0.013 0.0016

94
Properties=species:S:1:pos:R:3:forces:R:3:mulliken_charge:R:1 method="wB97M-V/def2-TZVPD" smiles="O=C1OCCO1.O=C1OCCO1.O=C1OCCO1.O=C1OCCO1.O=C1OCCO1.O=C1OCCO1.O=C1OCCO1.CO.CO.CO.CO" homo_energy_ev=-10.4 total_charge=0 lumo_ev=0.25 max_force_ev_per_a=4.43
O -0.857285 3.594621 -0.954465 0.877 -0.124 -2.348 -0.5045
C -0.755805 3.267075 -2.129783 -2.318 -0.354 2.145 0.4580
O 0.328884 2.903907 -2.793437 -0.606 0.699 0.208 -0.2054
C -0.041450 2.332015 -4.070836 0.393 -0.735 0.358 0.1849
C -1.568655 2.408075 -4.030996 -1.036 -1.915 -1.936 -0.0668
O -1.941456 3.067591 -2.871443 2.101 0.876 1.519 -0.3648
H 0.421794 2.912549 -4.863942 0.008 0.033 0.048 0.3789
H 0.358898 1.292056 -4.021228 -0.524 0.840 -0.411 -0.3002
H -2.033395 1.402444 -4.034193 0.568 0.166 0.276 0.0291
H -2.061146 2.848943 -4.896200 0.455 0.616 -0.101 0.3889
O -3.050836 1.755691 2.554607 0.713 3.093 -1.281 -0.5621
C -2.892602 2.894531 2.092921 -0.505 -2.209 1.254 0.7013
O -3.905889 3.678540 1.677832 -0.506 -0.624 -0.113 -0.3836
C -3.382195 4.812122 1.004336 -0.573 1.194 -0.516 -0.1251
C -1.993587 4.896810 1.565997 1.661 0.512 0.514 -0.3417
O -1.736202 3.559714 1.972355 -0.087 -1.489 0.275 -0.1631
H -3.397436 4.676914 -0.088438 0.218 -0.379 0.355 0.1176
H -4.028109 5.687563 1.185242 0.336 -0.414 0.320 0.3354
H -1.776115 5.489766 2.467968 -0.865 0.220 -0.261 0.2940
H -1.197175 5.148961 0.874572 -0.276 0.065 -0.440 0.1874
O 5.886953 0.196637 3.076677 -0.641 -0.174 -0.182 -0.5567
C 4.915295 -0.493805 3.018942 0.456 -0.105 -0.221 0.4959
O 3.948397 -0.414764 2.055436 0.650 -0.190 0.436 0.0649
C 2.862742 -1.242811 2.423475 -1.727 0.313 0.197 0.9275
C 3.381158 -2.176629 3.509293 1.370 1.311 -0.147 -0.2168
O 4.662184 -1.503503 3.873117 -1.305 -0.792 -0.101 -0.4016
H 2.020601 -0.580572 2.762089 0.786 -0.560 0.021 -0.5902
H 2.470511 -1.815103 1.587176 0.298 0.078 -0.431 -0.2155
H 3.571027 -3.192497 3.173699 0.277 0.057 -0.041 0.2496
H 2.735717 -2.178570 4.361342 -0.212 -0.064 0.599 0.3150
O -4.126499 -3.140163 -0.907710 0.204 0.602 0.341 -0.5355
C -4.032434 -1.962858 -1.060127 -0.272 2.096 0.494 0.6495
O -3.924961 -0.973975 -0.050487 0.256 -1.663 -1.254 -0.2879
C -4.023387 0.323347 -0.655361 -0.980 0.109 0.793 0.2921
C -3.769909 0.134960 -2.107806 -0.059 -1.880 -0.392 0.7338
O -4.073370 -1.342871 -2.262106 0.479 1.347 -0.111 -0.4458
H -5.085701 0.631237 -0.556842 0.770 0.292 0.531 0.3445
H -3.273965 0.987187 -0.200437 -0.647 -0.131 0.108 -0.4601
H -2.726395 0.316612 -2.346717 0.054 -0.319 -0.346 -0.6639
H -4.452524 0.721406 -2.733277 0.272 -0.424 -0.002 0.3908
O 4.592478 0.304995 -2.965447 -0.239 0.776 -0.205 -0.6039
C 4.073242 0.991137 -2.127024 0.464 -1.529 0.092 0.5483
O 2.978480 1.717979 -2.274710 -1.714 1.230 -0.149 -0.2068
C 2.611837 2.370753 -1.005808 1.479 -1.429 0.299 0.5166
C 3.394272 1.483696 -0.054172 0.277 -0.702 -0.095 0.3199
O 4.461020 1.001770 -0.857081 0.815 -0.278 -0.060 -0.3915
H 2.933284 3.380664 -1.020207 0.381 0.964 -0.199 0.3349
H 1.584927 2.313372 -0.746353 -1.003 -0.143 -0.518 -0.5509
H 2.819457 0.606535 0.247993 -0.275 0.152 -0.061 -0.6657
H 3.916729 1.827817 0.805294 -0.321 1.029 0.827 0.5635
O 1.078355 -5.778291 -2.901756 3.020 -1.420 -0.504 -0.4774
C 0.106304 -5.181923 -2.741886 -3.594 2.351 1.094 0.4792
O 0.011536 -3.820271 -2.470041 0.633 -1.042 -0.280 -0.0370
C -1.357206 -3.437419 -2.296497 0.291 -1.216 -0.003 0.1660
C -2.145067 -4.660860 -2.725659 0.002 -1.284 -0.406 -0.2260
O -1.137499 -5.699501 -2.728264 0.191 -0.248 0.175 -0.4041
H -1.540904 -3.293306 -1.258735 -0.006 0.519 0.900 -0.0687
H -1.453876 -2.560192 -2.867534 -0.662 1.077 -0.563 0.1664
H -2.511653 -4.719350 -3.745816 -0.301 0.778 -0.123 0.2438
H -2.951182 -4.976666 -2.047464 0.451 0.393 -0.166 0.2500
O 1.708869 2.157645 3.420643 -1.715 0.164 1.013 -0.5096
C 0.745252 1.938670 4.124541 1.178 0.217 0.245 0.6237
O 0.200106 2.760799 5.073404 1.024 0.426 -1.448 -0.4424
C -0.805035 2.105595 5.806795 -0.120 -0.505 0.685 -0.4304
C -0.955429 0.721632 5.114100 0.898 0.452 1.073 -0.2011
O 0.136494 0.755200 4.168601 -0.750 -0.853 -0.203 -0.0687
H -0.441166 2.050193 6.844840 -0.230 -0.237 -0.293 0.2698
H -1.707671 2.712064 5.806266 -0.091 -0.075 -0.202 0.2836
H -1.907153 0.609812 4.625911 -0.162 -0.080 -0.487 0.2030
H -0.781083 -0.104034 5.833827 -0.075 0.410 -0.615 0.3074
C 3.503760 -2.225984 -1.221441 -0.749 -0.580 0.607 -0.9775
O 2.080901 -1.929349 -1.144856 0.949 0.294 0.121 -0.0279
H 3.995449 -1.636539 -0.477026 0.112 0.616 0.557 0.2164
H 3.688589 -3.263744 -0.925941 -0.094 -0.050 -0.372 0.2832
H 3.995822 -1.975438 -2.149418 -0.319 -0.042 -0.534 0.3596
H 1.600937 -2.410776 -1.825457 0.037 -0.304 -0.029 -0.0376
C -0.468251 -3.257117 2.129087 -0.044 -0.312 -0.929 -0.3207
O -0.162275 -3.457732 3.490767 -0.241 0.506 0.226 -0.5572
H 0.052353 -3.980813 1.488186 0.023 0.210 0.056 0.3487
H -1.528362 -3.336086 1.876992 -0.172 -0.213 0.470 0.3336
H -0.193858 -2.257907 1.816910 0.349 0.332 0.039 -0.1770
H 0.307321 -4.279065 3.577453 0.132 -0.456 0.093 0.3266
C 1.098297 -1.239208 -3.979120 -0.131 -0.301 -0.457 -0.5899
O -0.031830 -0.750083 -3.245581 -0.453 -0.219 -1.730 -0.3592
H 0.883075 -1.108825 -5.078598 0.233 0.100 1.133 0.2884
H 2.050099 -0.752490 -3.708881 -0.408 -0.004 -0.142 0.0880
H 1.196043 -2.329997 -3.821628 0.072 0.476 -0.101 0.2147
H 0.125641 -0.450234 -2.361568 0.733 0.146 1.157 0.2688
C -0.461870 0.629004 0.671462 1.372 -1.057 0.329 -0.0628
O -0.060610 -0.141034 -0.468871 0.073 -0.004 -0.511 1.2810
H -0.712303 1.650748 0.402210 -0.133 -0.080 0.049 -0.6854
H -1.222515 0.069098 1.195158 -0.675 0.336 0.180 0.2697
H 0.431759 0.577518 1.308319 -0.413 0.858 0.405 -0.0607
H 0.718428 -0.645616 -0.187149 -0.157 -0.123 -0.598 -0.5624